Computed, not measured: a cluster of 2 separate species, C7H4F10O3P in total in a non-equilibrium geometry, with the ωB97M-V functional and the def2-TZVPD basis.

Structure (XYZ):
```
25
Properties=species:S:1:pos:R:3:forces:R:3
P 0.3918 4.1678 1.8498 -0.02 -0.04 0.01
F 1.1490 5.6053 2.0349 -0.52 1.12 0.67
F -3.8657 -2.7773 -1.0098 -0.48 -0.31 -0.66
F 1.1841 -3.5484 -1.3675 0.72 -0.59 -0.08
F -3.2157 -1.1244 0.1717 -0.34 0.12 0.35
F -0.8410 3.8997 0.8046 0.11 -0.12 -1.46
F 0.9262 3.8209 3.3555 0.75 0.89 0.88
F 1.3465 4.2469 0.5247 0.54 -1.07 -0.71
F -0.8814 4.8779 2.5935 -0.17 0.14 1.40
F 0.6381 2.5551 1.7804 -0.87 -0.66 -0.56
F -3.0369 -0.9594 -1.9550 -0.72 -0.07 -0.57
O 2.9595 -0.4178 -1.0213 0.45 -0.41 1.02
O 3.9931 -2.4377 -0.9924 2.75 -1.07 -0.21
O 1.4985 0.7772 0.2656 -0.41 3.82 2.05
C 0.8574 -1.3617 -0.5763 -1.20 0.74 0.18
C -0.6165 -1.2279 -0.2806 0.02 -0.74 0.70
C 1.6079 -2.3492 -1.0335 -0.07 2.27 0.45
C -1.5018 -2.3614 -0.8793 -0.18 0.48 0.21
C 1.7505 -0.1546 -0.3238 -0.28 -4.39 -3.02
C -2.9487 -1.8241 -0.9412 2.16 0.13 0.67
C 3.0330 -1.7861 -1.0316 -2.45 -0.39 -0.80
H -1.5141 -3.2619 -0.2453 0.18 0.31 -0.30
H -1.0079 -0.2367 -0.5591 0.45 -0.30 -0.08
H -1.1322 -2.6071 -1.8846 -0.49 -0.09 0.25
H -0.7273 -1.2747 0.8193 0.05 0.24 -0.40
```
Forces are in eV/Å.

The total charge is -1. As for the LUMO energy: 1.986 eV. The spin multiplicity is 1. The calculation puts the total energy at -1835.10104 Eh.